Formula: C11H11BF2N2
Source: OMol25
Level of theory: ωB97M-V with the def2-TZVPD basis set

The geometry in XYZ format:
```
27
Properties=species:S:1:pos:R:3:forces:R:3:lowdin_charge:R:1
F -0.012216 2.587314 0.620965 -0.2 -0.3 0.0 0.127
F 1.574019 2.040814 -0.882810 -0.5 -0.2 -0.3 0.103
C -2.430490 0.403960 -2.501221 1.1 -0.6 1.4 -0.007
C -2.242067 1.692276 -2.905554 -1.2 1.1 -0.8 -0.083
C -1.196802 -0.971340 -0.708959 1.1 0.2 0.8 0.118
C 1.447661 -1.278693 1.742306 0.0 -0.4 0.0 0.017
C -0.161084 -0.888079 0.205963 0.9 -0.8 1.1 -0.141
C -1.482183 0.148477 -1.456389 -0.6 1.5 -1.8 -0.202
C 0.364374 -1.875018 1.112980 0.4 1.5 -0.1 -0.199
C 1.648114 0.031258 1.246253 -1.8 -1.0 0.7 -0.189
C -1.216005 2.284471 -2.166658 0.0 -1.5 0.8 0.005
N 0.633807 0.254770 0.384228 0.6 0.2 -0.1 0.164
N -0.744228 1.332059 -1.311311 -0.4 0.8 -0.6 0.127
B 0.366669 1.588313 -0.289642 0.9 1.1 0.0 -0.938
C -0.144228 -3.211005 1.431555 -0.6 -0.6 0.0 -0.041
C 2.597261 1.033608 1.810302 0.1 0.5 0.4 0.000
H -3.164242 -0.268719 -2.871898 -0.4 -0.5 -0.1 0.102
H -2.946111 2.172004 -3.582116 0.6 0.1 0.0 0.105
H -1.720305 -1.912486 -0.822925 -0.1 0.2 0.0 0.137
H 1.977352 -1.716681 2.573926 0.3 0.0 -0.1 0.118
H -0.853558 3.312093 -2.176711 0.1 -0.5 0.1 0.144
H -1.176723 -3.379555 1.113815 0.1 0.1 -0.1 0.080
H -0.119459 -3.353460 2.508429 0.0 -0.1 0.1 0.087
H 0.476164 -3.971611 0.974916 0.1 -0.3 -0.1 0.087
H 3.515538 0.578750 2.226170 -0.5 -0.1 -0.4 0.092
H 2.860979 1.768596 1.060164 0.1 0.1 -0.1 0.075
H 2.147763 1.597886 2.664221 0.0 -0.5 -0.7 0.112
```
Forces are in eV/Å.

## Properties
LUMO level: -0.048 hartree
Charge: 0
E_HOMO: -7.9 eV
HOMO-LUMO gap: 6.636 eV
Energy above the lowest of the compared OMol25 structures with the same formula, charge and spin: 0.00 kJ/mol
F_max: 0.0470 hartree/bohr